Below is C25H38N8O3PSTi as an isolated structure at a distorted geometry, with properties calculated with the ωB97M-V functional and the def2-TZVPD basis.

Summary:
lowest unoccupied orbital energy	-9.2	eV
2S+1	1
net charge	+3
total energy	-87822.01477	eV
HOMO-LUMO gap	5.38	eV

The geometry in XYZ format:
```
77
Properties=species:S:1:pos:R:3:forces:R:3
Ti -0.637673 0.379398 -1.647136 -1.110 -0.987 0.035
C 0.479706 -7.238394 7.066526 0.052 0.041 -0.211
O 0.653198 -6.906840 5.659985 -0.151 -0.398 0.367
C 1.187817 -5.768891 5.328039 0.170 0.189 -0.031
C 1.617742 -4.806423 6.263662 -0.024 -0.054 0.133
C 2.122978 -3.623439 5.810489 0.064 0.136 -0.004
C 2.203222 -3.360151 4.424264 -0.024 -0.124 -0.316
C 1.841297 -4.369299 3.482538 0.133 0.208 0.016
C 1.348327 -5.549312 3.927093 -0.090 -0.111 0.046
N 2.660270 -2.131132 4.097031 -0.032 0.418 0.410
N 2.822562 -1.707790 2.951887 -0.295 -0.250 -0.995
C 2.290637 -1.468646 1.779881 0.365 0.018 1.143
C 3.139190 -1.446418 0.624894 0.130 -0.020 -0.633
C 2.636837 -1.233831 -0.626260 0.597 -0.032 0.361
C 1.268256 -0.961705 -0.803872 -0.758 0.317 0.734
O 0.656340 -0.776410 -2.015072 0.723 -0.777 -0.619
C 0.432340 -0.846480 0.320483 0.118 -0.094 -0.862
N -0.883030 -0.490114 0.068281 -0.008 -0.374 0.337
C -1.743768 -0.379316 1.105339 0.020 -0.132 0.536
C -1.340852 -0.572615 2.404967 -0.621 0.185 -0.342
C -0.013447 -0.911360 2.675861 0.703 -0.223 -0.187
C 0.887804 -1.083559 1.637828 -0.035 0.117 0.591
H -0.047870 -8.181201 7.078145 -0.042 -0.090 -0.062
H -0.112280 -6.473402 7.562159 -0.058 0.037 -0.016
H 1.448899 -7.349117 7.548447 0.046 0.013 -0.052
H 1.562327 -5.003377 7.326233 -0.013 0.041 -0.125
H 2.466614 -2.865457 6.505406 -0.024 -0.006 -0.093
H 2.001043 -4.205871 2.421685 -0.038 0.003 0.079
H 1.086383 -6.355539 3.252216 -0.018 0.059 0.077
H 4.193480 -1.655688 0.765789 -0.131 -0.031 -0.003
H 3.282090 -1.298649 -1.494178 -0.005 0.027 0.037
H -2.761457 -0.125759 0.856342 -0.138 0.091 -0.025
H -2.055187 -0.446839 3.207989 0.030 -0.043 -0.076
H 0.308320 -1.033934 3.706024 -0.016 -0.027 -0.102
C -2.150626 -3.111185 -2.124051 -0.031 -0.064 -0.266
N -1.834310 -2.685086 -3.490947 -0.119 0.053 0.373
C -1.965618 -1.466440 -3.983395 0.043 -0.216 -0.278
S -2.506376 -0.120108 -2.984256 0.126 0.067 -0.128
N -1.756790 -1.273843 -5.276736 -0.126 0.485 0.048
C -1.949378 -0.017237 -6.023555 -0.063 -0.242 0.053
H -2.055717 -4.190511 -2.086983 -0.003 -0.063 -0.025
H -3.165771 -2.840996 -1.859174 -0.177 0.056 -0.012
H -1.465181 -2.678250 -1.411513 0.249 0.129 0.161
H -1.581505 -3.416314 -4.137603 0.042 -0.097 -0.054
H -1.568996 -2.090999 -5.837823 0.030 -0.080 -0.074
H -1.433817 0.799813 -5.536645 0.128 0.089 0.100
H -3.005055 0.230038 -6.111620 -0.045 -0.054 0.023
H -1.535801 -0.156497 -7.018103 0.016 -0.027 0.026
C -2.990947 4.629536 -1.202550 0.109 -0.024 -0.265
N -1.783106 4.446020 -2.048358 -0.423 0.346 0.237
C -1.638034 5.413332 -3.147882 -0.107 -0.087 -0.041
P -0.562195 3.579451 -1.471639 -0.004 -0.077 0.083
O -1.057090 2.100675 -1.260547 0.354 1.322 0.175
N 0.690570 3.474008 -2.505415 0.216 -0.096 -0.269
C 1.017288 2.350150 -3.376583 0.037 0.629 0.012
C 1.521458 4.673905 -2.735078 0.069 -0.077 0.063
N -0.081901 4.130010 -0.026829 0.229 0.155 0.094
C 0.995958 3.411287 0.667238 -0.047 0.336 0.096
C -0.167437 5.556962 0.328760 -0.084 -0.015 0.091
H -3.879116 4.453515 -1.807921 0.026 0.002 -0.032
H -3.040291 5.642429 -0.800810 0.025 0.002 -0.037
H -2.994326 3.926451 -0.371787 0.073 -0.023 -0.016
H -2.599768 5.502247 -3.648609 -0.018 -0.002 -0.016
H -0.913011 5.061101 -3.877446 -0.008 -0.004 0.032
H -1.342444 6.400523 -2.787839 -0.012 -0.004 0.032
H 0.497545 1.435578 -3.105074 -0.071 -0.062 -0.169
H 2.075758 2.125582 -3.295986 0.204 -0.028 -0.005
H 0.778909 2.549299 -4.420908 -0.057 0.019 -0.080
H 1.238093 5.472433 -2.047625 -0.005 -0.086 -0.053
H 1.400015 5.045716 -3.754116 -0.014 -0.040 0.027
H 2.574465 4.439242 -2.571281 -0.039 -0.028 0.014
H 0.982199 2.355438 0.429116 -0.060 -0.279 -0.097
H 0.854996 3.513841 1.741504 -0.014 0.012 0.037
H 1.978964 3.811899 0.406371 -0.027 0.030 -0.018
H -1.008600 6.027089 -0.174831 0.079 -0.010 0.005
H 0.749741 6.093253 0.072390 -0.005 -0.050 0.018
H -0.324857 5.644240 1.403146 -0.017 -0.021 -0.014
```
Positions in Å, forces in eV/Å.